179
Properties=species:S:1:pos:R:3:mulliken_charge:R:1 method="wB97M-V/def2-TZVPD" smiles=COC[C@H](C)N.COC[C@H](C)N.COC[C@H](C)N.COC[C@H](C)N.COC[C@H](C)N.COC[C@H](C)N.COC[C@H](C)N.COCCNCCOC.COCCNCCOC.CO.CO e_tot_ha=-3139.78884 lumo_energy_ev=0.3 charge=0 homo_lumo_gap_ha=0.326 largest_force_ev_per_a=2.8 mol_weight_g_mol=954.43
C 3.51438 4.06979 3.58516 -0.258
O 2.74702 5.15510 3.12205 -0.461
H 2.88892 3.20258 3.37337 -0.213
H 4.40903 3.86362 2.99762 0.278
H 3.90602 4.15266 4.59899 0.416
H 3.32864 5.91863 3.14108 0.249
C 3.43192 0.38738 5.03295 -0.573
O 2.75311 -0.52656 4.18055 -0.408
H 4.30686 -0.04259 5.52051 0.352
H 3.86938 1.23045 4.49821 0.103
H 2.75237 0.67497 5.83519 0.228
H 3.32400 -0.83611 3.47353 0.198
C 1.85224 1.00760 -3.22879 0.105
O 2.08359 2.34776 -3.52492 -0.528
C 2.81805 3.03416 -2.53633 1.389
C 2.70141 4.52588 -2.85372 -0.967
N 1.32692 4.98108 -2.72431 -0.371
C 0.84078 5.19599 -1.36181 -0.005
C -0.69703 5.39447 -1.33422 -0.934
O -1.29121 4.25674 -1.95601 -0.032
C -2.73471 4.15757 -1.96395 -0.746
H 1.37592 0.92994 -2.25145 -0.066
H 2.78434 0.44337 -3.25919 0.322
H 1.13813 0.64728 -3.96927 -0.107
H 3.81091 2.59947 -2.42066 0.226
H 2.41838 2.80922 -1.54752 -0.884
H 2.91996 4.75718 -3.89624 0.357
H 3.32261 5.19725 -2.26086 0.236
H 0.63328 4.34476 -3.09044 0.326
H 1.31814 5.96769 -0.75791 0.431
H 0.89984 4.26183 -0.80328 -0.160
H -0.97112 6.35269 -1.77555 0.376
H -0.80547 5.35116 -0.25049 0.314
H -3.17449 5.01509 -2.47321 0.395
H -3.22357 4.17035 -0.98981 0.260
H -3.17547 3.32098 -2.50613 0.103
C 7.61825 1.47342 -4.40153 -0.450
O 8.69536 1.15777 -3.49771 -0.400
C 8.70517 -0.12855 -2.88974 -0.762
C 7.46259 -0.44582 -2.04816 -0.363
N 7.25172 0.68406 -1.14731 -0.456
C 5.90251 0.70040 -0.55914 0.056
C 5.72274 1.99771 0.23354 -0.337
O 5.74268 3.12245 -0.63482 -0.378
C 5.14425 4.23069 0.04315 -0.634
H 7.58604 0.72759 -5.19576 0.324
H 7.83567 2.42797 -4.88079 0.223
H 6.63358 1.35109 -3.95037 0.070
H 9.59372 -0.35163 -2.29913 0.331
H 8.78440 -0.82392 -3.72537 0.420
H 7.63987 -1.37578 -1.50793 0.383
H 6.69443 -0.63016 -2.79919 0.188
H 7.45434 1.55022 -1.62564 0.388
H 5.82228 -0.15599 0.11038 0.246
H 5.13230 0.67501 -1.32999 -0.152
H 6.51194 2.09761 0.97873 0.414
H 4.78749 1.83173 0.76820 0.155
H 5.55818 4.20138 1.05107 0.341
H 4.07861 4.00611 0.08864 0.097
H 5.19901 5.15629 -0.52986 0.288
C 1.39546 1.58990 1.11538 -0.867
C 0.18600 0.65685 1.40351 1.629
C -0.84032 0.56552 0.18908 -0.957
O -2.13421 0.16755 0.64707 0.620
C -2.95672 0.17025 -0.49503 -0.480
N 0.64543 -0.65136 1.73315 0.044
H 2.14461 1.41468 1.88750 0.043
H 1.18677 2.64775 1.27506 0.978
H 1.89186 1.37577 0.16889 -0.657
H -0.33003 1.07672 2.26696 -0.411
H -0.47914 -0.00023 -0.66972 -0.807
H -0.91613 1.58201 -0.19704 0.108
H -3.94893 0.03634 -0.06412 0.290
H -2.72956 -0.60975 -1.22173 -0.340
H -2.90397 1.06182 -1.11987 0.327
H 1.00867 -0.47649 2.65921 0.022
H -0.14366 -1.27995 1.78119 -0.359
C -3.57115 -2.53970 -5.16630 -1.399
C -4.19830 -1.29030 -4.45347 2.008
C -3.58085 0.01771 -4.92939 -1.040
O -2.19892 0.01585 -4.59495 -0.099
C -1.65477 1.30501 -4.83786 -0.867
N -5.61701 -1.33386 -4.66446 -0.796
H -2.51939 -2.68829 -4.92171 0.132
H -3.60474 -2.32038 -6.23348 0.409
H -4.10934 -3.44915 -4.89919 0.362
H -4.02372 -1.33065 -3.37830 -0.802
H -4.03783 0.83051 -4.36492 0.302
H -3.77460 0.18411 -5.98904 0.375
H -2.02066 1.96955 -5.62055 0.454
H -0.59645 1.13030 -5.03165 0.191
H -1.60162 1.80990 -3.87330 0.282
H -6.06309 -0.57652 -4.16693 0.300
H -6.00124 -2.13340 -4.18154 0.299
C 0.26100 2.44147 4.55637 -0.636
C -0.34228 3.89329 4.54494 0.285
C -1.36947 4.13052 3.42999 -0.246
O -2.41847 3.13269 3.58301 -0.387
C -3.36082 3.28959 2.47512 -0.414
N -0.90768 4.31783 5.79001 -0.824
H -0.50995 1.73202 4.85706 0.426
H 1.00945 2.34966 5.34345 0.545
H 0.77953 2.22266 3.62291 -0.537
H 0.53631 4.52214 4.40089 0.152
H -0.81032 3.97722 2.50697 -0.213
H -1.78863 5.13669 3.42844 0.648
H -3.81960 4.27790 2.44580 0.433
H -4.19263 2.59083 2.56397 0.084
H -2.83146 3.17059 1.52975 0.025
H -0.39076 3.78982 6.47856 0.280
H -1.76281 3.78089 5.81319 0.387
C 4.25047 -2.51386 -1.39913 -1.716
C 2.91204 -1.79975 -0.95413 1.537
C 1.64093 -2.23406 -1.74703 0.057
O 1.67630 -2.01666 -3.14184 -0.466
C 0.43790 -2.22175 -3.78819 -0.561
N 2.83398 -1.95751 0.48083 -0.151
H 5.03050 -2.34084 -0.65770 0.436
H 4.51974 -2.24957 -2.42175 0.271
H 4.04423 -3.56832 -1.58265 0.514
H 2.96689 -0.73754 -1.19244 -0.975
H 0.87261 -1.59022 -1.31897 -0.568
H 1.41009 -3.26265 -1.46985 0.635
H 0.43684 -2.07241 -4.86791 0.368
H -0.21031 -1.42449 -3.42444 0.019
H 0.03456 -3.22315 -3.63786 0.455
H 2.02368 -1.48614 0.85677 0.202
H 2.82423 -2.94480 0.69356 0.310
C -3.44954 -0.66705 4.14448 -1.551
C -4.23536 -1.48178 3.09071 0.490
C -5.32812 -0.68701 2.35511 -0.336
O -6.38128 -0.36683 3.26808 -0.435
C -7.33402 0.41708 2.61623 -0.730
N -3.18705 -2.05661 2.23905 0.417
H -2.67230 -1.23600 4.65466 0.307
H -4.12066 -0.27674 4.90956 0.468
H -2.98827 0.20597 3.68278 0.196
H -4.71236 -2.35786 3.53010 0.565
H -5.57163 -1.29008 1.48041 0.461
H -4.91661 0.24584 1.96969 -0.061
H -8.17714 0.57049 3.28979 0.332
H -7.82729 -0.19681 1.86263 0.314
H -6.99188 1.37453 2.22335 0.234
H -2.78580 -1.23384 1.81226 -0.505
H -3.59745 -2.51240 1.43660 0.405
C -2.36572 -3.63026 -1.75671 -0.736
C -3.82087 -3.82441 -1.34942 0.071
C -4.46866 -5.12661 -1.93803 -1.136
O -5.73041 -5.40037 -1.40408 -0.329
C -6.21583 -6.72362 -1.74420 -0.805
N -3.94120 -3.78042 0.06707 -0.218
H -1.79084 -4.54884 -1.63915 0.654
H -1.87462 -2.82986 -1.20327 -0.128
H -2.43050 -3.34272 -2.80609 -0.105
H -4.36784 -2.98635 -1.78138 0.031
H -3.81531 -5.93248 -1.60365 0.409
H -4.42517 -5.12480 -3.02715 0.503
H -5.46114 -7.48758 -1.55738 0.332
H -6.37645 -6.87548 -2.81155 0.307
H -7.14788 -6.98971 -1.24561 0.266
H -3.49751 -4.53083 0.57711 0.230
H -4.91183 -3.97586 0.26657 0.323
C -1.05291 -4.88716 1.22845 -1.194
C -1.43640 -5.16569 2.68846 0.214
C -0.53665 -4.33101 3.67766 -0.483
O 0.83653 -4.63203 3.40296 -0.336
C 1.67968 -4.08342 4.42011 -0.715
N -2.90296 -4.87996 2.83141 -0.652
H -1.65063 -5.40042 0.47518 0.322
H 0.01231 -5.11286 1.17867 0.562
H -1.23836 -3.82419 1.07420 -0.021
H -1.27344 -6.22869 2.86614 0.469
H -0.80597 -4.59741 4.69972 0.493
H -0.77162 -3.26665 3.67277 0.157
H 1.70777 -2.99719 4.33395 0.236
H 2.70421 -4.44160 4.31946 0.245
H 1.26763 -4.48718 5.34493 0.388
H -3.17259 -4.93895 3.80297 0.373
H -3.09682 -3.90553 2.64980 0.093



180
Properties=species:S:1:pos:R:3:mulliken_charge:R:1 method="wB97M-V/def2-TZVPD" smiles=COC[C@H](C)N.COC[C@H](C)N.COC[C@H](C)N.COC[C@H](C)N.COC[C@H](C)N.COC[C@H](C)N.COC[C@H](C)N.COC[C@H](C)N.COC[C@H](C)N.COC[C@H](C)N.OCCO e_above_lowest_ev=0.000 e_tot_ha=-3120.01297 lumo_energy_ev=0.5 charge=0 homo_lumo_gap_ha=0.347 largest_force_ev_per_a=3.1 mol_weight_g_mol=953.45
C 15.86029 13.35790 19.34777 -0.740
C 14.57631 12.96844 18.64493 0.291
O 14.47839 13.79174 17.50814 0.221
O 17.05399 12.90469 18.68148 -0.641
H 15.93159 12.98403 20.34752 0.480
H 15.82964 14.47171 19.42787 0.254
H 13.65392 13.01626 19.22819 -0.359
H 14.65182 11.91464 18.35059 0.073
H 13.76031 13.43882 16.94578 -0.110
H 17.10764 13.35682 17.80044 0.350
C 13.79893 9.85059 15.98993 -1.446
C 12.98011 9.44763 14.84102 2.227
C 13.73243 8.87205 13.64167 -0.405
O 12.92513 9.08998 12.54265 0.050
C 13.50081 8.66701 11.30407 -0.545
N 11.97905 8.45896 15.33417 -0.715
H 13.13495 9.96041 16.84692 0.323
H 14.36180 10.77717 15.82076 -0.003
H 14.60257 9.12834 16.19026 0.519
H 12.39155 10.29454 14.50820 -1.200
H 14.08654 7.88088 13.78839 0.294
H 14.66881 9.45964 13.50982 -0.088
H 12.81603 8.76853 10.45337 0.244
H 13.67758 7.58179 11.30270 0.353
H 14.43120 9.22536 11.16394 0.038
H 12.47103 7.60948 15.54326 0.295
H 11.22225 8.14210 14.71818 0.143
C 8.38616 12.42658 16.72414 -1.409
C 8.72501 12.58496 18.24513 1.419
C 7.41552 12.34465 19.07234 -0.909
O 7.73190 12.36257 20.45470 -0.421
C 7.78463 13.69408 20.92636 -0.312
N 9.80306 11.68832 18.57156 -0.458
H 7.98317 11.41483 16.54779 0.463
H 9.25480 12.56191 16.07146 0.151
H 7.58447 13.10022 16.42995 0.412
H 9.09697 13.60116 18.49986 -0.892
H 7.10608 11.32868 18.91030 0.400
H 6.67716 13.13574 18.83498 0.366
H 8.25148 13.71876 21.90709 0.259
H 6.73635 13.99046 21.07808 0.351
H 8.33863 14.33776 20.23148 -0.006
H 9.75449 11.45492 19.56809 0.327
H 9.58930 10.78510 18.15754 0.266
C 12.46776 18.31240 21.54509 -1.535
C 12.95118 16.91070 21.09150 0.416
C 11.84227 15.86940 21.12851 -0.257
O 12.38551 14.57588 21.11150 -0.377
C 11.42754 13.55548 20.91245 -0.717
N 13.69905 16.99956 19.83446 -0.602
H 13.33658 18.96866 21.40156 0.440
H 12.30370 18.33226 22.59620 0.509
H 11.67949 18.69423 20.88604 0.131
H 13.66606 16.64705 21.85323 0.301
H 11.33081 16.08872 20.22711 -0.188
H 11.22902 15.99546 21.99252 0.559
H 11.92497 12.63765 20.62117 0.292
H 10.78768 13.82930 20.06090 0.167
H 10.82969 13.40533 21.82455 0.431
H 13.37743 17.81246 19.35164 0.272
H 13.52542 16.18970 19.22227 0.117
C 11.63299 15.23943 16.53568 -1.408
C 11.63207 14.09493 15.60555 1.913
C 12.52084 14.30149 14.36830 -0.488
O 12.16098 13.36897 13.39066 0.564
C 13.09051 13.45234 12.32070 -1.217
N 12.12681 12.87738 16.26087 0.624
H 11.18097 16.13296 16.07257 0.407
H 12.59741 15.49677 16.98564 0.002
H 10.98147 14.98603 17.36548 -0.297
H 10.61150 13.98218 15.17872 -0.156
H 13.57206 14.13351 14.68256 -0.258
H 12.33207 15.32319 14.00835 -0.204
H 13.99269 12.97604 12.67460 0.130
H 13.29926 14.45056 12.02918 0.266
H 12.69424 12.94488 11.47247 0.575
H 11.40152 12.50030 16.86981 -0.269
H 12.12098 12.15621 15.53003 -0.358
C 8.63512 12.18904 12.75390 -0.874
C 9.26987 11.37611 11.63399 0.723
C 9.61008 10.00046 12.09144 -0.106
O 8.43566 9.44397 12.54909 -0.403
C 8.59439 8.18024 13.06711 -0.606
N 8.41453 11.35586 10.44978 -0.711
H 9.42588 12.24548 13.55429 -0.048
H 7.76224 11.71620 13.15220 0.486
H 8.43008 13.16283 12.33556 0.168
H 10.26817 11.75339 11.31341 0.075
H 10.37798 9.97234 12.87650 -0.372
H 9.86726 9.37582 11.24803 0.467
H 9.01960 7.53988 12.28120 0.324
H 7.66317 7.79150 13.35733 0.328
H 9.30913 8.20345 13.89145 0.053
H 7.56151 10.82915 10.51690 0.263
H 8.87156 10.93746 9.67294 0.276
C 8.93115 16.09935 12.80261 -1.440
C 8.81508 17.63771 12.77728 1.073
C 9.92480 18.28594 12.03348 -1.297
O 11.17154 18.10905 12.76211 0.138
C 12.15246 18.49264 11.89191 -0.825
N 7.58822 18.04626 12.08018 -0.816
H 8.47464 15.44569 13.52283 0.577
H 10.00425 15.92122 13.00254 0.023
H 8.72262 15.69145 11.80071 0.395
H 8.74176 18.00827 13.78026 0.142
H 9.88538 19.33872 11.87552 0.506
H 10.01956 17.79395 11.04653 0.355
H 12.08303 19.51723 11.45530 0.406
H 12.33498 17.77273 11.08911 0.394
H 13.10545 18.50713 12.44261 -0.049
H 6.83491 17.39017 12.21456 0.246
H 7.26247 18.90096 12.49848 0.273
C 18.50954 13.04643 14.31785 -1.596
C 17.26988 12.76480 15.07839 3.021
C 17.44594 11.51122 15.92642 -1.625
O 17.38330 10.38555 15.00806 -0.148
C 17.69597 9.23926 15.72651 -0.922
N 16.98556 13.81885 15.99225 -0.565
H 18.49007 13.99443 13.74772 0.270
H 18.66570 12.30221 13.54135 0.288
H 19.34789 13.04125 15.02424 0.442
H 16.45278 12.59768 14.36570 -0.981
H 16.68181 11.23467 16.61955 0.490
H 18.39037 11.43573 16.50093 0.396
H 18.63892 9.19576 16.23564 0.307
H 17.56959 8.43257 15.01516 0.328
H 16.96634 9.03129 16.53940 0.295
H 16.01243 13.70161 16.32718 0.056
H 17.04398 14.75987 15.55614 0.180
C 16.89247 16.98724 10.97398 -1.598
C 16.70336 16.32566 12.35065 0.397
C 15.62925 16.98809 13.12382 -0.012
O 15.95014 16.75303 14.47264 -0.395
C 15.01415 17.17661 15.40110 -0.658
N 16.33778 14.92810 12.14282 0.723
H 17.36431 17.98894 11.09145 0.407
H 15.91564 17.00721 10.49916 0.277
H 17.41676 16.39666 10.22122 0.364
H 17.67310 16.44898 12.82509 0.278
H 14.67410 16.49257 12.92851 -0.328
H 15.48904 18.04824 12.90461 0.413
H 15.41492 16.94566 16.38901 0.349
H 14.02056 16.81903 15.18480 0.062
H 14.97150 18.27331 15.32206 0.431
H 16.38781 14.36951 12.98737 -0.941
H 16.99554 14.44030 11.55074 0.401
C 16.77933 13.73915 8.17694 -1.257
C 15.51810 13.02298 8.76967 0.045
C 15.94500 11.73019 9.52142 -0.438
O 16.72619 11.94387 10.64532 -0.369
C 16.39077 10.88162 11.55965 0.128
N 14.75175 13.79380 9.67134 -0.190
H 17.25035 13.00667 7.51551 0.399
H 17.50339 13.92016 8.95755 0.232
H 16.53109 14.66774 7.64460 0.362
H 14.84373 12.60092 8.01202 0.389
H 16.47733 11.03714 8.80135 0.407
H 15.00229 11.20797 9.78743 0.137
H 15.33118 10.96681 11.81994 -0.250
H 16.99759 11.00917 12.45168 -0.260
H 16.65587 9.90490 11.12428 0.556
H 14.73321 14.77882 9.41364 0.275
H 15.21583 13.78576 10.58492 -0.349
C 12.00865 20.63994 17.84012 -1.566
C 11.45585 19.56420 16.90519 1.647
C 10.12752 19.06002 17.33309 -0.751
O 10.22046 18.18507 18.50529 -0.033
C 8.99237 17.59348 18.73474 -0.736
N 11.28180 20.06164 15.54360 -0.661
H 11.27292 21.45474 17.91822 0.427
H 12.97605 20.99676 17.57462 0.472
H 12.03795 20.26841 18.85746 0.235
H 12.16773 18.69940 17.01721 -0.573
H 9.62486 18.43795 16.60326 -0.083
H 9.48475 19.91859 17.61946 0.373
H 8.23058 18.28694 19.08816 0.402
H 9.11418 16.82872 19.52033 0.069
H 8.49360 17.07172 17.86465 0.251
H 11.94543 20.76637 15.25685 0.294
H 11.27506 19.38367 14.78839 0.170